ORCA calculation (ωB97M-V with the def2-TZVPD basis set) on a single C6H10 molecule at a distorted geometry.

SMILES string: C=CC/C=C/C
HOMO level: -8.74 eV
DFT total energy: -234.5185 hartree
frontier orbital gap: 9.949 eV
multiplicity: 1
relative energy (zero: lowest compared OMol25 entry of this formula, charge and spin): 52.73 kcal per mole
largest force on an atom: 1.9 eV/A

Each line ends with the Löwdin charge.
CARTESIAN COORDINATES (ANGSTROEM)
C: -0.4508 0.6706 2.7986  -0.02
C: 0.2783 0.7566 1.7002  -0.21
C: 0.8349 -0.3325 0.7528  -0.19
C: 0.5609 0.0901 -0.6836  -0.13
C: -0.0395 -0.7282 -1.5627  -0.19
C: -0.9588 -0.4291 -2.6981  -0.12
H: -1.0065 1.5368 3.1769  0.06
H: -0.9393 -0.2764 3.0529  0.06
H: 0.4851 1.7389 1.2371  0.10
H: 0.2894 -1.2564 0.9460  0.11
H: 1.8826 -0.1101 0.9416  0.11
H: 0.9445 1.0899 -0.9160  0.11
H: 0.1478 -1.8053 -1.4727  0.10
H: -1.1173 0.6622 -2.7428  0.07
H: -1.9664 -0.8392 -2.4997  0.08
H: -0.5742 -0.7008 -3.6822  0.07

Force components x, y, z for each atom (eV/Å):
C -1.73 -0.37 -0.64
C -0.10 0.58 -1.69
C -0.56 1.82 0.11
C -0.07 -0.42 0.13
C 0.35 -0.58 0.12
C 0.19 1.78 -0.31
H 0.82 -0.11 0.17
H 0.68 0.05 0.31
H 0.03 -0.19 0.77
H 1.09 -0.42 0.26
H 0.64 -1.53 0.17
H -1.11 0.16 -0.08
H -0.68 0.11 0.90
H 0.03 -0.25 -0.05
H 0.62 -0.19 -0.20
H -0.21 -0.44 0.03